[1]
Entry from OMol25: a structure of composition C39H53BN11O3S4Zn in a non-equilibrium geometry (ωB97M-V/def2-TZVPD).

Geometry as XYZ:
```
112
Properties=species:S:1:pos:R:3:lowdin_charge:R:1
Zn 0.892 0.388 0.302 0.3364
C 1.829 -4.244 -1.363 -0.0422
C 0.382 -3.887 -1.328 -0.2396
C -0.523 -4.455 -2.169 0.0830
C -1.895 -4.108 -2.071 -0.1943
N -2.295 -3.206 -1.229 0.1700
N -1.417 -2.600 -0.413 0.0641
B -2.136 -1.621 0.523 -0.6322
N -1.501 -1.182 1.824 0.0914
N -2.453 -2.118 1.931 0.2418
C -2.813 -2.703 3.037 -0.1047
C -2.161 -2.221 4.198 0.0995
C -1.213 -1.232 4.142 -0.2039
C -0.527 -0.754 5.372 -0.0544
C -0.820 -0.675 2.864 -0.6675
S 0.441 0.426 2.746 0.7475
C -3.839 -3.812 2.974 -0.5201
C -4.132 -4.373 4.365 -0.0451
C -3.268 -4.923 2.074 -0.0110
C -5.126 -3.242 2.355 -0.0244
N -3.177 -0.738 -0.157 0.0491
N -4.322 -1.366 -0.510 0.1735
C -5.234 -0.704 -1.147 -0.2031
C -5.044 0.662 -1.506 0.0732
C -3.926 1.323 -1.121 -0.2406
C -3.689 2.761 -1.439 -0.0633
C -2.934 0.577 -0.388 -0.5726
S -1.568 1.371 0.198 0.7875
C -6.560 -1.371 -1.474 -0.5378
C -6.863 -1.220 -2.974 -0.0291
C -7.652 -0.655 -0.659 -0.0283
C -6.557 -2.853 -1.114 -0.0386
C -0.090 -2.904 -0.390 -0.5739
S 0.993 -2.183 0.684 0.8259
C -2.985 -4.760 -2.911 -0.5320
C -4.000 -5.401 -1.951 -0.0408
C -3.657 -3.669 -3.757 -0.0352
C -2.429 -5.849 -3.829 -0.0537
H 2.022 -4.994 -2.127 0.0938
H 2.145 -4.622 -0.390 0.0890
H 2.437 -3.361 -1.567 0.0766
H -0.189 -5.178 -2.899 0.1227
H -2.411 -2.653 5.156 0.1254
H -0.912 -1.251 6.259 0.0913
H -0.645 0.326 5.475 0.0925
H 0.545 -0.942 5.287 0.0919
H -3.238 -4.813 4.811 0.0955
H -4.882 -5.158 4.281 0.0968
H -4.527 -3.604 5.030 0.0944
H -2.304 -5.269 2.453 0.0998
H -3.141 -4.572 1.049 0.0663
H -3.953 -5.771 2.064 0.0993
H -5.525 -2.437 2.976 0.1010
H -5.878 -4.029 2.292 0.1004
H -4.938 -2.855 1.353 0.0442
H -5.803 1.183 -2.073 0.1267
H -4.511 3.174 -2.021 0.0883
H -2.759 2.873 -1.997 0.0868
H -3.570 3.339 -0.522 0.0836
H -7.026 -0.180 -3.257 0.0806
H -7.775 -1.768 -3.211 0.0954
H -6.053 -1.623 -3.586 0.0812
H -7.729 0.399 -0.929 0.0840
H -7.447 -0.727 0.411 0.0916
H -8.619 -1.120 -0.853 0.0940
H -5.833 -3.395 -1.721 0.0552
H -7.545 -3.273 -1.302 0.0988
H -6.315 -3.001 -0.062 0.0575
H -4.377 -4.668 -1.240 0.0496
H -3.528 -6.216 -1.397 0.0926
H -4.839 -5.816 -2.511 0.0955
H -3.967 -2.833 -3.128 0.0569
H -4.534 -4.073 -4.266 0.0947
H -2.969 -3.293 -4.517 0.0905
H -1.915 -6.625 -3.258 0.0910
H -1.745 -5.444 -4.577 0.0903
H -3.255 -6.324 -4.359 0.0947
O 5.949 -2.076 -2.270 -0.2891
S 5.293 -0.837 -2.559 0.6356
O 5.983 0.147 -3.334 -0.2862
N 4.701 -0.171 -1.174 0.0054
C 3.407 -0.179 -1.155 -0.4998
O 2.723 0.215 -0.150 -0.1698
C 2.743 -0.708 -2.396 -0.1507
C 1.394 -0.774 -2.702 -0.0383
C 1.009 -1.351 -3.906 -0.0683
C 1.963 -1.852 -4.784 -0.0598
C 3.319 -1.760 -4.489 -0.0200
C 3.683 -1.176 -3.295 -0.1963
H 0.645 -0.362 -2.032 0.0803
H -0.041 -1.408 -4.165 0.1053
H 1.647 -2.299 -5.718 0.1089
H 4.068 -2.137 -5.174 0.1272
C 4.985 4.858 -0.889 -0.0654
C 4.646 4.919 0.599 -0.4021
C 5.050 3.624 1.302 -0.0672
C 3.162 5.265 0.814 -0.0998
N 2.270 4.234 0.310 -0.0786
C 1.950 3.061 0.854 -0.1209
N 1.180 2.423 -0.003 -0.1014
N 1.030 3.230 -1.069 0.0239
N 1.669 4.317 -0.885 0.0929
H 6.061 4.747 -1.023 0.0866
H 4.667 5.764 -1.407 0.0817
H 4.505 4.000 -1.365 0.0784
H 5.195 5.747 1.055 0.1382
H 4.623 2.749 0.806 0.0714
H 4.749 3.623 2.353 0.0808
H 6.133 3.507 1.266 0.0892
H 2.910 6.178 0.279 0.1300
H 2.954 5.402 1.875 0.1320
H 2.276 2.695 1.811 0.1312
```

Properties
LUMO level ... -3.623 eV
Electronic energy ... -5742.7749 Ha
2S+1 ... 1
Charge ... +1
Frontier orbital gap ... 7.090 eV
HOMO level ... -10.7 eV

[2]
Entry from OMol25: a structure of composition C39H53BaN5P2 in a non-equilibrium geometry (ωB97M-V/def2-TZVPD).

Geometry as XYZ:
```
100
Properties=species:S:1:pos:R:3:lowdin_charge:R:1
Ba 0.134 0.947 2.122 1.4517
C -1.878 2.242 -6.658 -0.1074
C -2.002 0.976 -6.244 -0.1335
C -1.189 -0.204 -6.666 -0.1851
C 0.250 0.097 -7.158 -0.1965
C 1.068 0.967 -6.235 -0.1138
C 1.141 2.300 -6.277 -0.1083
C 0.444 3.197 -7.270 -0.1877
C -0.959 2.751 -7.738 -0.2013
C 2.516 1.138 3.398 -0.4095
H -2.535 3.019 -6.242 0.1015
H -2.831 0.718 -5.577 0.0915
H -1.716 -0.761 -7.463 0.1200
H -1.136 -0.902 -5.813 0.1003
H 0.765 -0.875 -7.250 0.1101
H 0.202 0.518 -8.171 0.0980
H 1.686 0.409 -5.519 0.0947
H 1.820 2.829 -5.598 0.1014
H 1.066 3.331 -8.174 0.1186
H 0.361 4.199 -6.820 0.1077
H -1.445 3.636 -8.185 0.1114
H -0.855 2.018 -8.548 0.0979
H 2.134 1.992 3.992 -0.0825
H 3.290 1.470 2.680 -0.0949
H 2.881 0.353 4.072 -0.0775
P 1.769 -0.198 -0.438 0.9271
P -1.171 -0.491 -0.395 0.9172
N 2.807 1.116 -0.976 -0.2641
N 3.047 -1.366 -0.132 -0.2542
N -2.011 0.809 -1.328 -0.2299
N -2.578 -1.479 -0.096 -0.2693
C 1.093 -0.802 -2.023 -0.3596
C -0.343 -1.354 -1.797 -0.3635
C 2.760 2.419 -0.459 -0.1480
C 3.699 3.192 -1.125 -0.0868
C 4.357 2.347 -2.080 -0.0821
C 3.795 1.082 -1.968 -0.1259
C 3.945 -1.238 0.946 -0.1228
C 4.588 -2.450 1.132 -0.0763
C 4.090 -3.360 0.140 -0.0855
C 3.154 -2.676 -0.615 -0.1448
C -2.237 2.121 -0.883 -0.1483
C -2.615 2.901 -1.970 -0.0782
C -2.640 2.055 -3.121 -0.0701
C -2.311 0.780 -2.691 -0.1548
C -3.542 -1.874 -1.032 -0.1316
C -4.506 -2.627 -0.376 -0.0809
C -4.108 -2.735 1.003 -0.0810
C -2.932 -2.021 1.156 -0.1330
H 1.730 -1.568 -2.501 0.0761
H 1.070 0.052 -2.720 0.0895
H -0.911 -1.282 -2.737 0.0595
H -0.331 -2.426 -1.530 0.0975
H 2.048 2.671 0.317 0.0688
H 3.896 4.243 -0.956 0.0953
H 5.151 2.636 -2.754 0.0933
H 4.009 0.159 -2.489 0.1085
H 4.044 -0.298 1.471 0.0899
H 5.332 -2.665 1.887 0.0980
H 4.391 -4.389 0.002 0.0929
H 2.549 -3.001 -1.447 0.0881
H -2.157 2.388 0.165 0.0790
H -2.828 3.959 -1.979 0.0955
H -2.832 2.337 -4.148 0.0648
H -2.294 -0.149 -3.241 0.0790
H -3.464 -1.575 -2.071 0.0912
H -5.403 -3.033 -0.821 0.0917
H -4.640 -3.270 1.780 0.0969
H -2.317 -1.829 2.031 0.0698
C -0.856 -0.513 8.634 -0.0573
C -0.998 -0.028 7.215 -0.2796
C -1.261 1.325 6.963 -0.0475
C -1.576 1.782 5.672 -0.3004
C -1.890 3.230 5.400 -0.0606
C -1.623 0.847 4.639 -0.1476
C -1.036 -0.448 4.811 -0.3376
C -0.887 -0.910 6.146 -0.0218
N -0.525 -1.049 3.680 -0.1718
C 0.095 -2.385 3.738 -0.6612
C 1.377 -2.345 4.570 -0.0405
C -0.910 -3.424 4.228 -0.0413
C 0.526 -2.801 2.335 -0.0699
H -0.103 0.083 9.168 0.0796
H -1.805 -0.412 9.179 0.0816
H -0.557 -1.566 8.698 0.0733
H -1.268 2.012 7.812 0.1118
H -2.900 3.510 5.745 0.0839
H -1.177 3.878 5.926 0.0811
H -1.844 3.477 4.325 0.0642
H -2.115 1.081 3.673 0.0607
H -0.600 -1.937 6.364 0.0827
H 1.191 -2.072 5.610 0.0672
H 1.854 -3.335 4.554 0.0876
H 2.072 -1.602 4.151 0.0588
H -1.785 -3.437 3.566 0.0744
H -0.450 -4.420 4.216 0.0857
H -1.265 -3.236 5.241 0.0620
H -0.302 -2.782 1.617 0.0526
H 1.338 -2.168 1.953 0.0508
H 0.919 -3.827 2.385 0.0935
```

Properties
LUMO level (alpha / beta) ... -0.457 / -0.457 eV
Electronic energy ... -2499.7385 Ha
2S+1 ... 1
Frontier orbital gap (alpha / beta) ... 5.791 / 5.792 eV
HOMO level (alpha / beta) ... -6.2 / -6.2 eV

[3]
Entry from OMol25: a structure of composition C39H53BrCl3N6O3PSSiV in a non-equilibrium geometry (ωB97M-V/def2-TZVPD).

Geometry as XYZ:
```
109
Properties=species:S:1:pos:R:3:lowdin_charge:R:1
V -0.985 0.002 -0.752 0.4130
C -3.223 2.936 3.476 -0.0121
N -2.413 2.643 2.287 -0.1046
C -1.663 3.560 1.593 -0.0207
C -1.074 2.879 0.578 -0.1749
N -1.455 1.554 0.640 -0.0906
C -2.270 1.441 1.690 -0.4296
P -2.946 -0.075 2.439 1.1945
C -3.387 -0.911 0.874 -0.4196
N -2.794 -0.808 -0.324 -0.0471
C -3.577 -1.509 -1.213 -0.0970
C -4.638 -2.034 -0.547 -0.0222
N -4.509 -1.648 0.761 -0.1002
C -5.394 -2.067 1.849 -0.0038
C -1.372 -0.837 2.911 -0.4795
N -0.240 -0.702 2.255 0.0863
C 0.681 -1.451 2.937 -0.1120
C 0.092 -2.032 4.028 -0.0382
N -1.219 -1.643 4.010 -0.1223
C -2.204 -1.945 5.054 -0.0217
H -3.247 4.012 3.619 0.0955
H -4.238 2.577 3.338 0.0867
H -2.794 2.472 4.360 0.0925
H -1.611 4.599 1.878 0.1346
H -0.424 3.248 -0.194 0.0759
H -3.311 -1.604 -2.250 0.1035
H -5.453 -2.653 -0.888 0.1393
H -6.307 -2.463 1.416 0.1020
H -4.921 -2.848 2.440 0.0697
H -5.641 -1.223 2.483 0.0770
H 1.700 -1.548 2.594 0.0988
H 0.487 -2.688 4.790 0.1297
H -2.130 -2.989 5.346 0.0938
H -2.034 -1.325 5.932 0.0959
H -3.205 -1.756 4.681 0.0587
Cl -2.387 1.756 -1.984 0.8244
C -2.399 1.433 -3.704 -0.5963
C -3.138 2.252 -4.534 -0.1024
C -3.131 1.986 -5.891 -0.0756
C -2.383 0.927 -6.381 -0.1012
C -1.650 0.129 -5.518 -0.6765
Cl -0.726 -1.177 -6.179 0.6888
C -1.644 0.352 -4.134 -0.6678
S -0.764 -0.679 -3.029 0.6729
H -3.699 3.085 -4.128 0.1108
H -3.720 2.595 -6.564 0.1122
H -2.353 0.713 -7.442 0.1106
C 4.407 -0.374 0.935 -0.0909
C 4.593 0.439 -0.356 -0.6192
C 4.248 -0.510 -1.520 -0.1118
C 6.074 0.857 -0.457 -0.0820
Si 3.512 2.000 -0.382 0.5661
Br 1.449 1.182 -1.121 0.6680
C 3.167 2.757 1.323 -0.6165
C 2.420 4.094 1.208 -0.0956
C 4.506 3.027 2.040 -0.0760
C 2.306 1.823 2.191 -0.1085
C 3.914 3.248 -1.758 -0.6285
C 2.744 4.194 -2.085 -0.1115
C 4.254 2.516 -3.069 -0.0985
C 5.123 4.105 -1.326 -0.0786
H 5.060 -1.254 0.883 0.0969
H 3.379 -0.739 1.036 0.0678
H 4.677 0.178 1.836 0.0638
H 4.978 -1.330 -1.526 0.0954
H 4.281 -0.028 -2.498 0.0624
H 3.258 -0.950 -1.393 0.0470
H 6.698 -0.036 -0.344 0.0934
H 6.364 1.562 0.330 0.0757
H 6.320 1.307 -1.420 0.0654
H 3.031 4.870 0.741 0.0703
H 2.166 4.441 2.218 0.0924
H 1.489 4.000 0.643 0.0502
H 5.146 3.715 1.477 0.0729
H 5.079 2.116 2.223 0.0650
H 4.303 3.489 3.014 0.0939
H 1.342 1.596 1.727 0.0320
H 2.108 2.321 3.151 0.0929
H 2.803 0.877 2.411 0.0529
H 1.874 3.649 -2.458 0.0494
H 3.071 4.878 -2.879 0.0921
H 2.432 4.803 -1.238 0.0565
H 3.432 1.876 -3.402 0.0726
H 5.157 1.907 -2.996 0.0655
H 4.429 3.265 -3.851 0.0930
H 4.892 4.733 -0.461 0.0673
H 5.398 4.771 -2.152 0.0942
H 6.003 3.504 -1.082 0.0700
C -3.424 -5.703 -2.078 -0.0125
C -3.258 -5.271 -0.643 -0.1869
C -4.027 -5.833 0.371 -0.0558
C -3.870 -5.427 1.682 -0.6736
Cl -4.843 -6.145 2.931 0.6747
C -2.949 -4.449 2.015 -0.1207
C -2.174 -3.878 1.016 0.0106
C -2.317 -4.304 -0.298 -0.2464
O -1.602 -3.752 -1.324 -0.0690
C -0.181 -3.784 -1.285 -0.0612
C 0.411 -2.735 -0.361 -0.5356
O 1.263 -2.991 0.440 0.1134
O -0.133 -1.517 -0.484 -0.3141
H -4.424 -6.098 -2.249 0.0827
H -2.706 -6.488 -2.331 0.0958
H -3.242 -4.874 -2.761 0.0821
H -4.747 -6.608 0.131 0.1196
H -2.833 -4.148 3.044 0.0923
H -1.449 -3.110 1.264 0.1072
H 0.123 -3.542 -2.302 0.1320
H 0.206 -4.758 -0.993 0.1471
```

Properties
LUMO level (alpha / beta) ... -2.376 / -2.370 eV
Electronic energy ... -7999.8122 Ha
2S+1 ... 3
Charge ... +1
Frontier orbital gap (alpha / beta) ... 7.437 / 7.681 eV
HOMO level (alpha / beta) ... -9.8 / -10.1 eV